(1)
Below is a cluster of 17 separate species, C44H70N2O60PS12 in total in a non-equilibrium geometry, with properties calculated with ωB97M-V with the def2-TZVPD basis set.

## Properties
LUMO = 0.1304 hartree
Net charge = -3
Orbital gap = 5.55 eV
E_HOMO = -2.00 eV

Cartesian coordinates (Å):
S1 2.776071 5.731386 4.125087
S2 4.017468 4.857953 -2.462772
S3 5.038799 0.739602 2.237318
S4 5.765085 -3.193786 -1.192300
S5 3.756502 -7.122580 3.474067
S6 -3.369205 3.843177 -3.002596
S7 -6.440327 -0.638355 1.008749
S8 -0.799454 -3.289160 5.173529
S9 1.868143 -2.026579 -5.812706
S10 -1.517302 -5.922595 -0.451575
S11 -2.898568 5.325629 3.382693
S12 1.252620 2.090955 6.731094
P1 -0.147337 -0.226057 -0.551905
O1 3.282402 5.424423 5.445335
O2 1.561886 0.609463 6.110540
O3 5.032708 -6.351492 2.719031
O4 -2.838160 6.773440 2.927345
O5 5.131233 -2.937302 -2.713601
O6 3.642886 4.927395 -1.044435
O7 -2.214494 3.854328 -1.740933
O8 -6.943300 -0.469545 2.384229
O9 -3.207718 5.006472 -3.785284
O10 0.642211 2.038340 8.036847
O11 -2.694472 2.507274 -3.691089
O12 0.807111 -10.037752 -2.284537
O13 -0.529063 -2.979321 6.600788
O14 3.532597 -8.489907 3.174015
O15 6.415087 -4.550287 -1.175940
O16 0.859014 0.644736 -1.409244
O17 -7.310110 -1.053994 -0.037925
O18 -1.343889 -4.596027 4.856951
O19 3.736803 -6.767808 4.914909
O20 -2.776961 1.508312 7.222405
O21 -4.010406 4.830992 4.205406
O22 0.706803 -1.461268 -0.163552
O23 -1.509409 -0.457377 -1.342837
O24 -1.875040 -2.125507 4.531778
O25 1.506238 6.400446 4.014637
O26 -5.013292 -1.400600 1.012505
O27 4.145893 -3.429167 -0.792159
O28 -5.777140 -0.558945 -8.470462
O29 -1.375446 4.950332 3.972212
O30 -1.767829 -4.505253 0.378039
O31 -0.595830 0.467017 0.806477
O32 5.947191 1.849624 2.583663
O33 4.556560 3.288683 -2.812882
O34 2.505007 -9.150060 -1.243763
O35 2.567613 4.358174 3.213549
O36 2.582431 -6.167857 2.782124
O37 0.333310 -2.830739 4.051257
O38 3.462367 0.952548 2.749402
O39 -3.169854 -0.109070 8.653312
O40 3.082088 -2.851589 -6.057695
O41 2.391194 2.970711 6.599632
O42 -5.873377 0.821555 0.576765
O43 -4.624842 3.484148 -2.397830
O44 -2.585281 -6.912932 -0.353292
O45 2.695052 4.595144 -3.362716
O46 1.048736 -2.494380 -4.390133
O47 -7.489589 -0.227524 -7.139041
O48 -1.713419 9.074361 -1.073985
O49 6.316641 -1.969641 -0.629038
O50 0.080346 2.417399 5.629332
O51 -2.666939 4.538113 1.984901
O52 0.923501 -1.986428 -6.917390
O53 4.480134 0.823295 0.687315
O54 2.296442 -0.496696 -5.317067
O55 5.573591 -0.610972 2.432158
O56 -1.342296 -5.283345 -1.924182
O57 -0.221941 -6.355979 0.023720
O58 5.014932 5.814796 -2.891592
O59 -1.161210 7.721192 -2.822521
O60 3.979180 6.275615 3.123727
N1 1.680543 -9.163156 -2.153242
N2 -6.300452 -0.360154 -7.353184
C1 -1.185835 8.109368 -1.515398
C2 -1.769657 -3.367932 -0.411873
C3 3.759428 5.787372 1.819167
C4 3.065948 -5.274807 1.839363
C5 0.174311 6.241555 -1.616132
C6 3.153390 0.902710 0.655498
C7 3.076093 4.428209 1.955474
C8 1.897228 -6.667793 -2.531070
C9 -6.058329 -0.640489 -4.883072
C10 4.028816 -2.074660 -2.695477
C11 -3.482174 0.501008 7.614265
C12 -4.169565 -0.140763 6.465490
C13 0.486475 0.222825 5.250769
C14 -3.178573 1.891713 5.952914
C15 1.800128 -5.585996 -3.361313
C16 4.639011 -5.239650 1.878405
C17 -4.188834 0.889886 5.403209
C18 -3.281976 -0.236359 -5.057403
C19 -1.448823 -3.858264 -1.884046
C20 -0.681519 6.990569 -0.714277
C21 0.655814 -1.340279 -3.612872
C22 1.231073 -8.165974 -4.377950
C23 -0.392692 6.595625 -2.989581
C24 2.485838 0.376916 1.899503
C25 -5.454710 -0.379686 -6.143703
C26 -1.492606 2.644518 -1.611012
C27 -1.605674 3.599888 2.000586
C28 1.634643 -7.988248 -3.039241
C29 1.501458 -5.736715 -4.694975
C30 1.423438 -0.119051 -4.236073
C31 -4.500491 0.778773 0.312955
C32 2.227612 3.291096 -3.060989
C33 -3.804750 -0.570365 -3.870554
C34 3.486210 2.412765 -3.026352
C35 3.277367 -2.545917 -1.473790
C36 -1.441869 2.203633 -3.054159
C37 1.242439 -7.009601 -5.208653
C38 -5.188910 -0.758182 -3.798185
C39 -0.579646 4.533334 2.864422
C40 -1.631935 -1.913162 3.131986
C41 0.284465 1.562827 4.533499
C42 -0.169695 -2.253624 2.860323
C43 -4.118036 -0.181609 -6.196259
C44 -3.964426 -0.690726 0.339828
H1 -3.898409 1.399304 0.976689
H2 -2.209991 -0.122929 -5.123566
H3 -0.749078 2.904477 -3.519950
H4 2.916056 1.908770 0.309662
H5 2.774119 0.217373 -0.102491
H6 2.387218 4.457140 1.111253
H7 -2.293302 -2.635592 2.653669
H8 0.888565 -0.554112 4.600548
H9 1.074271 -1.548701 -2.628213
H10 -0.150162 -3.025191 2.090640
H11 0.360979 -1.389197 2.461250
H12 2.848490 -1.843772 -0.758842
H13 4.704623 5.692647 1.284614
H14 -3.594046 -0.982245 6.079764
H15 3.862683 3.688078 2.102459
H16 3.200756 6.457336 1.165614
H17 -0.395936 -1.197616 -3.364760
H18 -1.821586 2.593864 2.360317
H19 -2.754049 -3.037673 -0.080200
H20 -1.040251 -2.718056 0.071580
H21 1.220571 -9.203141 -4.678877
H22 -2.215401 2.013648 -1.093647
H23 -0.978704 5.807542 -3.462468
H24 1.579697 -4.864278 -5.326743
H25 -1.909088 -0.913034 2.798771
H26 -1.283764 3.613931 0.959301
H27 1.733539 3.308292 -2.089545
H28 -0.299519 -0.156069 5.904019
H29 1.510983 3.098423 -3.859363
H30 2.192038 -6.448958 -1.515389
H31 1.999521 -4.630741 -2.898570
H32 2.091892 0.306650 -3.487700
H33 2.544796 -4.348944 2.082816
H34 4.337895 -1.030455 -2.742474
H35 2.361570 -3.128176 -1.575743
H36 1.210125 6.579554 -1.646998
H37 0.179174 3.820585 3.187341
H38 -7.129590 -0.772090 -4.921533
H39 3.478399 1.682394 -2.217275
H40 3.582193 1.981585 -4.022822
H41 -5.445808 -0.987865 -2.774632
H42 1.153661 1.823839 3.929783
H43 -2.958629 -0.626822 0.755038
H44 -0.530247 -3.477582 -2.330580
H45 2.607486 -5.593544 0.903252
H46 -3.939041 0.628420 4.374943
H47 0.330681 5.188423 -1.382570
H48 -3.648962 0.145870 -7.112300
H49 -1.575654 6.393343 -0.535541
H50 -1.141464 1.167655 -3.211052
H51 -0.514665 2.645910 -1.129651
H52 -3.540105 2.884177 6.222003
H53 -4.406712 1.270242 -0.655431
H54 5.065680 -5.403453 0.888844
H55 3.469911 -2.313994 -3.600157
H56 5.048465 -4.275673 2.180404
H57 2.454312 -0.709876 1.977029
H58 0.300850 6.746819 -3.816772
H59 -3.955340 -1.142272 -0.652198
H60 0.722025 0.629912 -4.603717
H61 -2.411561 2.163518 5.227714
H62 1.274748 -7.151932 -6.278736
H63 -5.106581 -0.463469 6.919330
H64 -0.286568 5.458544 2.368239
H65 -0.424615 1.516352 3.706967
H66 -2.307073 -3.566688 -2.489420
H67 1.492576 0.772977 2.110808
H68 -3.212187 -0.464689 -2.973830
H69 -0.289409 7.228608 0.274499
H70 -5.173982 1.352047 5.339907

Cartesian forces (eV/Å) of the 2 atoms listed first:
S -0.3 -1.9 -0.1
S 0.8 -2.3 1.7



(2)
Below is an isolated molecule of C5H8O in a non-equilibrium geometry, with properties calculated with ωB97M-V with the def2-TZVPD basis set.

## Properties
SMILES = C=CCC(=C)O
LUMO = 0.0296 hartree
Net charge = 0
ΔE to the lowest compared entry with this formula, charge and spin = 4.4866 eV
Orbital gap = 8.15 eV
E_HOMO = -7.34 eV

Cartesian coordinates (Å):
O1 -0.853044 -1.879532 0.804336
C1 -0.827373 1.718748 -0.269596
C2 0.993458 -0.345951 0.957365
C3 0.135234 -1.141549 0.290546
C4 0.040153 -0.496928 -1.095295
C5 0.211067 0.971579 -0.654430
H1 -0.683254 2.645575 0.282108
H2 1.853509 -0.814409 0.487316
H3 0.770192 -0.813395 -1.842707
H4 -0.924804 -1.688234 1.756947
H5 0.917415 -0.098485 1.995692
H6 -0.971068 -0.656463 -1.457200
H7 1.190620 1.433289 -0.762951
H8 -1.840505 1.344502 -0.393591

Cartesian forces (eV/Å) of the 2 atoms listed first:
O -1.1 0.6 -0.3
C -0.2 0.0 0.0



(3)
Below is an isolated molecule of C22H28ClNO4S, with properties calculated with ωB97M-V with the def2-TZVPD basis set.

## Properties
SMILES = CCCCOc1ccc([C@@H](C)NC(=O)CCS(=O)(=O)Cc2ccccc2Cl)cc1
LUMO = 0.0245 hartree
Net charge = 0
ΔE to the lowest compared entry with this formula, charge and spin = 0.3609 eV
Orbital gap = 9.16 eV
E_HOMO = -8.49 eV

Cartesian coordinates (Å):
Cl1 5.707894 -2.307426 1.717709
S1 3.061769 -1.362703 -0.605444
O1 -5.477939 0.819644 0.859501
O2 1.647865 -1.600215 -0.418203
O3 3.906263 -2.518102 -0.705160
O4 2.332513 2.457722 -1.199197
N1 0.665160 1.055790 -0.593706
C1 2.051669 0.419897 -2.454230
C2 3.628026 -0.301620 0.785440
C3 -1.404708 1.584048 0.525139
C4 0.742675 1.727690 1.792867
C5 -4.132700 0.983172 0.751823
C6 3.299780 -0.373832 -2.125549
C7 -1.830646 0.289951 0.788365
C8 -6.043511 -1.312677 -0.212421
C9 -2.363965 2.578353 0.376465
C10 5.050369 0.061401 0.589596
C11 -3.175591 -0.016039 0.899379
C12 7.719041 0.721729 0.109329
C13 1.711789 1.420995 -1.348636
C14 -3.706310 2.286582 0.488465
C15 6.711612 1.603591 -0.246078
C16 -6.675985 -3.531733 -1.231438
C17 -6.017689 -0.469765 1.064215
C18 -6.652636 -2.689361 0.037957
C19 0.067090 1.900920 0.427051
C20 5.389702 1.274087 -0.007575
C21 7.404792 -0.482526 0.713135
C22 6.078635 -0.808367 0.952660
H1 3.539191 -1.098107 -2.900254
H2 -5.667081 -3.680036 -1.609663
H3 1.758059 2.115922 1.764892
H4 -4.454608 3.055094 0.376894
H5 -5.480704 -0.994190 1.864699
H6 0.209025 2.935322 0.094802
H7 0.184320 2.280898 2.543874
H8 2.975208 0.562672 0.768323
H9 8.752037 0.972166 -0.077076
H10 -7.670432 -2.570609 0.415944
H11 4.604576 1.967148 -0.277624
H12 4.160981 0.262509 -1.941864
H13 -2.055063 3.592891 0.171717
H14 -6.073531 -3.207309 0.806233
H15 -5.028077 -1.424427 -0.598321
H16 8.180924 -1.172722 1.003066
H17 0.366638 0.089976 -0.623394
H18 -1.108351 -0.505009 0.910575
H19 -6.625549 -0.780821 -0.967759
H20 -7.262202 -3.040085 -2.004290
H21 1.217124 -0.263952 -2.607734
H22 -7.040896 -0.286335 1.405185
H23 3.459990 -0.897166 1.679861
H24 6.953210 2.548273 -0.708009
H25 2.221281 0.990866 -3.370211
H26 0.762315 0.678191 2.076505
H27 -7.115573 -4.506407 -1.034568
H28 -3.457763 -1.035946 1.106720

Cartesian forces (eV/Å) of the 2 atoms listed first:
Cl 0.2 -0.2 0.3
S 0.0 -0.2 -0.1